{
  "formula": "C18H35B2CeF4N5O6PS2",
  "method": "ωB97M-V/def2-TZVPD",
  "orbital_gap_ha": [0.272, 0.246],
  "de_lowest_ev": 1.397,
  "s_squared": 0.944,
  "spin_multiplicity": 2,
  "lumo_energy_ev": [-1.274, -1.951],
  "homo_ha": [-0.3188, -0.3182],
  "species": ["Ce", "C", "C", "N", "O", "B", "F", "F", "O", "N", "C", "C", "C", "N", "O", "B", "F", "F", "O", "N", "C", "C", "C", "H", "H", "H", "H", "H", "H", "H", "H", "H", "H", "H", "H", "C", "C", "C", "O", "P", "S", "S", "O", "C", "C", "C", "H", "H", "H", "H", "H", "H", "H", "H", "H", "H", "H", "H", "H", "H", "C", "C", "C", "C", "N", "H", "H", "H", "H", "H", "H", "H", "H", "H"],
  "xyz": [[0.333, 0.523, -0.123], [-3.632, 3.001, 1.419], [-2.661, 2.192, 0.584], [-1.519, 1.762, 1.134], [-1.372, 2.026, 2.480], [-0.483, 3.224, 2.788], [-0.976, 4.408, 2.102], [-0.450, 3.409, 4.102], [0.881, 2.835, 2.246], [0.963, 2.784, 0.935], [1.067, 3.837, 0.215], [1.443, 5.148, 0.864], [0.863, 3.703, -1.185], [0.554, 2.564, -1.648], [0.348, 2.555, -3.018], [-0.419, 1.346, -3.279], [0.107, 0.199, -2.603], [-0.395, 1.114, -4.622], [-1.787, 1.564, -2.724], [-1.727, 1.445, -1.342], [-2.788, 2.044, -0.815], [-3.947, 2.617, -1.618], [1.144, 4.913, -2.105], [-3.751, 2.408, 2.327], [-4.572, 3.234, 0.929], [-3.141, 3.911, 1.738], [1.029, 5.171, 1.891], [1.094, 6.013, 0.313], [2.538, 5.227, 0.851], [-3.910, 2.384, -2.697], [-3.959, 3.724, -1.537], [-4.922, 2.276, -1.216], [1.752, 5.700, -1.657], [0.200, 5.420, -2.396], [1.610, 4.531, -3.012], [-2.971, -3.764, 3.787], [-2.635, -3.528, 2.358], [-3.866, -3.086, 1.606], [-1.476, -2.424, 2.369], [-0.269, -2.431, 1.353], [1.150, -1.201, 1.963], [-0.957, -2.013, -0.486], [0.259, -3.971, 1.311], [1.353, -4.428, 0.401], [2.036, -5.580, 1.046], [0.816, -4.879, -0.916], [-3.427, -4.757, 3.872], [-3.737, -3.079, 4.153], [-2.163, -3.724, 4.472], [-2.150, -4.392, 1.968], [-4.059, -1.998, 1.808], [-4.642, -3.659, 2.045], [-3.891, -3.225, 0.521], [1.976, -3.525, 0.307], [1.278, -6.209, 1.508], [2.767, -5.146, 1.778], [2.663, -6.190, 0.354], [0.288, -5.788, -0.782], [1.618, -4.968, -1.628], [0.065, -4.135, -1.257], [3.972, 0.514, -2.224], [3.227, -0.607, -1.406], [4.281, -1.312, -0.588], [2.666, -1.706, -2.368], [2.321, 0.072, -0.609], [4.487, 0.096, -3.141], [4.677, 1.019, -1.580], [3.221, 1.214, -2.565], [5.226, -1.439, -1.144], [3.936, -2.206, -0.218], [4.679, -0.756, 0.265], [3.561, -2.245, -2.738], [2.058, -1.322, -3.200], [2.147, -2.433, -1.715]]
}

=====

{
  "formula": "C22H47BFN2O4S",
  "method": "ωB97M-V/def2-TZVPD",
  "orbital_gap_ha": [0.254, 0.253],
  "s_squared": 2.008,
  "spin_multiplicity": 3,
  "lumo_energy_ev": [1.755, 1.716],
  "homo_ha": [-0.1899, -0.1899],
  "total_charge": -1,
  "species": ["C", "S", "O", "O", "B", "C", "C", "C", "F", "H", "H", "H", "H", "H", "H", "H", "H", "H", "H", "H", "C", "C", "C", "C", "C", "C", "N", "O", "C", "C", "C", "H", "H", "H", "H", "H", "H", "H", "H", "H", "H", "H", "H", "H", "H", "H", "H", "H", "H", "C", "C", "C", "C", "C", "C", "N", "O", "C", "C", "C", "H", "H", "H", "H", "H", "H", "H", "H", "H", "H", "H", "H", "H", "H", "H", "H", "H", "H"],
  "xyz": [[10.025, 3.128, 1.378], [9.067, 4.176, 0.272], [9.545, 3.817, -1.065], [9.345, 5.545, 0.719], [7.250, 3.701, 0.567], [6.795, 4.219, 2.046], [5.348, 3.858, 2.414], [4.991, 2.443, 2.036], [3.830, 2.023, 2.745], [10.990, 3.613, 1.528], [9.506, 3.027, 2.329], [10.142, 2.154, 0.909], [6.661, 4.276, -0.328], [7.210, 2.493, 0.415], [7.456, 3.844, 2.838], [6.893, 5.307, 2.060], [4.654, 4.549, 1.929], [5.176, 3.941, 3.493], [4.754, 2.341, 0.977], [5.792, 1.751, 2.294], [0.814, 1.283, 1.936], [0.665, -0.164, 2.414], [0.187, -1.077, 1.278], [-1.277, -0.863, 0.902], [-2.187, -0.998, 2.120], [-1.782, -0.080, 3.281], [-0.319, -0.296, 3.544], [-0.075, -1.263, 4.345], [-2.104, 1.385, 2.971], [-2.546, -0.462, 4.545], [2.028, -0.621, 2.920], [-0.032, 1.645, 1.360], [0.986, 1.955, 2.776], [1.691, 1.343, 1.292], [0.326, -2.117, 1.591], [0.835, -0.913, 0.413], [-1.412, 0.113, 0.429], [-1.571, -1.604, 0.154], [-3.225, -0.776, 1.853], [-2.159, -2.033, 2.475], [-1.576, 2.049, 3.655], [-3.176, 1.539, 3.106], [-1.865, 1.678, 1.954], [-2.417, -1.512, 4.792], [-3.607, -0.263, 4.382], [-2.206, 0.131, 5.394], [2.346, -0.027, 3.775], [2.759, -0.471, 2.124], [2.024, -1.670, 3.204], [-5.249, -2.869, -5.465], [-4.049, -2.117, -4.884], [-2.956, -3.087, -4.418], [-3.327, -3.852, -3.151], [-3.714, -2.895, -2.026], [-4.830, -1.917, -2.416], [-4.437, -1.262, -3.710], [-3.718, -0.214, -3.568], [-6.182, -2.630, -2.521], [-4.958, -0.826, -1.360], [-3.510, -1.198, -5.975], [-5.590, -3.696, -4.852], [-6.086, -2.188, -5.626], [-4.959, -3.284, -6.431], [-2.043, -2.512, -4.233], [-2.739, -3.779, -5.236], [-4.138, -4.558, -3.352], [-2.474, -4.454, -2.832], [-4.036, -3.449, -1.140], [-2.834, -2.312, -1.738], [-6.905, -2.010, -3.053], [-6.560, -2.802, -1.513], [-6.130, -3.598, -3.010], [-4.009, -0.331, -1.178], [-5.297, -1.281, -0.427], [-5.685, -0.070, -1.660], [-4.253, -0.449, -6.253], [-3.279, -1.802, -6.854], [-2.610, -0.681, -5.658]]
}

=====

{
  "formula": "C3H7O2",
  "method": "ωB97M-V/def2-TZVPD",
  "orbital_gap_ha": 0.269,
  "de_lowest_ev": 1.951,
  "smiles": "CO[C@@H](C)[O-]",
  "spin_multiplicity": 1,
  "lumo_energy_ev": 4.593,
  "homo_ha": -0.1001,
  "total_charge": -1,
  "species": ["C", "O", "C", "C", "O", "H", "H", "H", "H", "H", "H", "H"],
  "xyz": [[1.459, 0.084, 1.233], [0.445, -0.554, 0.515], [-0.419, 0.424, -0.341], [-1.360, -0.546, -1.054], [-0.953, 1.355, 0.329], [1.079, 0.845, 1.932], [2.008, -0.744, 1.775], [2.095, 0.614, 0.481], [0.375, 0.815, -1.130], [-2.011, -1.029, -0.354], [-0.737, -1.271, -1.557], [-1.981, 0.007, -1.829]]
}

=====

{
  "formula": "C4H7NOS",
  "method": "ωB97M-V/def2-TZVPD",
  "orbital_gap_ha": 0.302,
  "de_lowest_ev": 7.615,
  "spin_multiplicity": 1,
  "lumo_energy_ev": -0.778,
  "homo_ha": -0.3305,
  "species": ["C", "C", "C", "C", "H", "H", "H", "H", "H", "H", "H", "N", "O", "S"],
  "xyz": [[-0.077, -0.317, 1.524], [0.729, 0.512, 0.454], [0.741, -0.132, -0.969], [0.237, -1.226, -1.477], [-2.822, -0.166, 0.775], [0.636, -0.576, 2.435], [1.735, 0.355, 1.185], [1.105, 2.379, -1.483], [1.289, 0.585, -1.460], [-0.477, -1.764, -0.745], [0.187, -1.233, -2.668], [-1.233, -0.458, 1.801], [-1.965, -0.008, 0.602], [-0.084, 2.049, 0.025]]
}

=====

{
  "formula": "C22H25F2N3O",
  "method": "ωB97M-V/def2-TZVPD",
  "orbital_gap_ha": 0.299,
  "de_lowest_ev": 18.995,
  "spin_multiplicity": 1,
  "lumo_energy_ev": 0.123,
  "homo_ha": -0.2949,
  "species": ["C", "C", "H", "H", "C", "N", "H", "C", "C", "C", "N", "N", "C", "C", "C", "C", "C", "C", "C", "C", "H", "H", "H", "H", "H", "H", "H", "C", "C", "C", "C", "C", "C", "H", "H", "F", "H", "F", "H", "H", "H", "C", "O", "C", "H", "H", "H", "H", "H", "H", "H", "H", "H"],
  "xyz": [[2.138, 0.237, -2.041], [1.501, -1.012, -1.636], [1.382, -1.611, -2.489], [0.406, -0.744, -1.321], [2.083, -1.919, -0.632], [2.065, -1.089, 0.822], [2.247, -0.154, 0.766], [0.966, -1.107, 1.543], [-0.358, -0.481, 1.122], [-1.469, -1.203, 1.118], [-2.480, -0.069, 0.664], [-1.956, 1.009, 0.304], [-0.558, 0.631, 0.627], [0.363, 2.024, 0.621], [1.343, 2.107, 1.397], [2.195, 3.120, 1.524], [2.214, 3.853, 0.372], [1.128, 3.796, -0.526], [0.337, 2.934, -0.559], [-0.882, 2.746, -1.398], [-1.857, 2.941, -1.155], [-1.042, 1.773, -1.727], [-0.675, 3.481, -2.298], [1.031, 4.582, -1.268], [2.889, 4.989, -0.037], [3.125, 3.302, 2.130], [1.421, 1.284, 2.379], [-3.734, -0.326, 0.357], [-4.762, 0.537, 0.445], [-5.989, 0.323, 0.145], [-6.452, -0.822, -0.181], [-5.625, -2.033, -0.211], [-4.226, -1.737, 0.190], [-3.595, -2.737, 0.162], [-5.996, -3.072, -0.250], [-7.724, -0.944, -0.343], [-6.679, 1.202, -0.133], [-4.284, 1.853, 0.816], [-1.787, -2.114, 1.419], [0.696, -2.068, 1.925], [1.370, -0.773, 2.788], [3.345, -2.089, -0.655], [3.843, -3.368, -0.218], [4.293, -3.272, 1.114], [4.587, -4.037, 1.372], [5.317, -2.467, 1.134], [3.600, -2.887, 1.753], [3.624, -2.560, -1.919], [4.206, -1.238, -0.816], [1.373, -2.601, -0.230], [1.529, 0.781, -2.945], [3.078, 0.014, -2.599], [2.434, 1.013, -1.421]]
}